No. 1
Computed, not measured: one molecule with the formula C4H5NO2S, with wB97M-V/def2-TZVPD.

Each line ends with the natural charge from an NBO analysis.
Cartesian coordinates (Å):
S 2.013545 -0.502301 -0.610798  -0.1183
C 0.448306 -0.009312 -0.572470  0.0528
N -0.185668 0.847562 -1.387758  -0.2834
O -1.343812 1.424197 -0.898365  -0.3471
C -1.839212 0.432318 0.081006  -0.1040
C -0.536542 -0.261926 0.580618  0.0992
C -0.446865 -1.342507 1.539273  -0.0727
O -0.039249 -0.078012 1.899945  -0.4398
H 0.323387 1.397724 -2.053712  0.4135
H -2.505327 -0.221158 -0.471042  0.1983
H -2.366137 1.015286 0.812827  0.2217
H 0.325050 -2.061748 1.447010  0.2037
H -1.383665 -1.707138 1.968783  0.1762

Forces on atoms 1 to 3 (eV/Å):
S -0.4 -0.1 -0.3
C -0.2 0.4 1.2
N 0.9 -1.0 0.1

HOMO energy	-8.588	eV
total charge	0
spin multiplicity	1
SMILES	S=C1NOC[C@@]12CO2

No. 2
Computed, not measured: one molecule with the formula C4H5NO2S, with wB97M-V/def2-TZVPD.

Each line ends with the natural charge from an NBO analysis.
Cartesian coordinates (Å):
O 0.739057 0.426304 1.982192  -0.5209
C -0.279087 0.764167 1.420889  0.4129
C -0.393765 0.657529 -0.060559  -0.1440
C -1.149959 -0.691946 -0.425582  -0.4934
C 0.216822 -1.114365 -1.016851  0.6998
O 0.689193 -2.083411 -1.513600  -0.5363
N 0.738732 0.141923 -0.747330  -0.5845
S 2.333569 0.715232 -0.862254  0.2114
H -1.147651 1.091257 2.029620  0.1291
H -0.880783 1.615080 -0.423390  0.2114
H -1.615837 -1.241192 0.412057  0.2391
H -1.984859 -0.526083 -1.144810  0.2423
H 2.734568 0.245506 0.349618  0.1333

Forces on atoms 1 to 3 (eV/Å):
O -0.4 0.2 0.1
C 1.2 -0.5 0.8
C -2.4 0.8 0.2

HOMO energy	-9.823	eV
total charge	0
spin multiplicity	1
SMILES	O=C[C@@H]1CC(=O)N1S

The following energy above the lowest of the compared OMol25 structures with the same formula, charge and spin values (in kcal per mole) correspond, in order, to the records above: 96.9; 49.7.